(1)
226
Properties=species:S:1:pos:R:3 method="wB97M-V/def2-TZVPD" energy_ev=-111917.126 mol_weight_g_mol=1243.8 homo_ev=-7.1
N 12.9813 19.2122 17.2280
H 12.5052 18.6684 16.5167
H 13.8528 18.7380 17.3886
H 12.5332 19.2243 18.1651
H 13.0472 20.2130 17.0004
N 19.6433 15.0054 22.5576
H 18.9420 15.1812 21.7681
H 20.6210 15.0282 22.2696
H 19.4108 14.0960 23.0152
H 19.4680 15.7100 23.2707
C 17.3883 18.4287 19.5521
C 16.1557 18.3326 18.9676
C 15.3875 16.9194 18.7560
O 14.3594 16.9752 18.0358
C 16.0152 15.8199 19.2747
C 17.2570 15.9553 19.9829
C 18.0099 17.2742 20.1731
O 19.0649 17.3250 20.8486
O 17.6605 14.9266 20.4883
O 15.5387 19.3340 18.5009
H 17.7783 19.4395 19.7918
H 15.5499 14.8340 19.2325
C 16.6251 18.0388 13.4610
C 15.5301 16.9856 13.2565
C 15.7087 16.1904 11.9655
O 15.7140 17.0021 10.8027
C 14.4074 17.1064 10.2331
N 15.5093 16.0525 14.3606
H 16.4012 18.6517 14.3136
H 16.7367 18.6810 12.5818
H 17.5877 17.5214 13.5741
H 14.5604 17.5351 13.1475
H 14.8968 15.4270 11.8972
H 16.6454 15.6453 12.0366
H 13.9977 16.0788 10.2342
H 14.4147 17.4515 9.1834
H 13.6726 17.6892 10.8311
H 16.4442 15.6371 14.4428
H 15.3437 16.5024 15.2737
C 13.7193 13.5501 16.1323
C 12.4668 13.3253 17.0057
C 12.8789 12.5918 18.3120
O 13.4621 11.2926 18.1201
C 12.4869 10.2759 18.2608
N 11.9247 14.6338 17.3733
H 13.3850 13.8459 15.1607
H 14.2557 12.6003 15.9959
H 14.4040 14.3140 16.5006
H 11.6609 12.8382 16.4828
H 12.0377 12.5106 19.0056
H 13.6544 13.2045 18.8072
H 12.9495 9.3286 17.9856
H 11.6578 10.4772 17.5973
H 12.2098 10.1986 19.3225
H 12.6512 15.2161 17.8407
H 11.1900 14.6051 18.0492
C 11.7063 21.2140 21.5832
C 13.1210 20.7374 21.1794
C 13.9421 20.2913 22.3788
O 13.9200 21.3304 23.3156
C 14.5475 20.8860 24.4697
N 13.0220 19.6907 20.2023
H 11.9382 21.9571 22.3642
H 11.1862 20.4124 22.1058
H 11.1041 21.6454 20.7916
H 13.6310 21.5525 20.6790
H 14.9518 19.9507 22.0606
H 13.4568 19.3929 22.8029
H 14.0529 19.9827 24.8431
H 14.4309 21.6819 25.2450
H 15.6171 20.6805 24.3292
H 12.7686 18.7786 20.5715
H 13.9375 19.5086 19.7577
C 13.4694 24.5968 18.3111
C 12.8961 23.5721 17.3987
C 13.3353 23.7360 15.9149
O 13.4107 25.0897 15.5314
C 12.1118 25.6168 15.2577
N 13.2442 22.1833 17.7584
H 12.9794 24.6039 19.2734
H 13.1622 25.5655 17.8570
H 14.5420 24.5038 18.4648
H 11.7856 23.6667 17.3775
H 12.7073 23.1260 15.2478
H 14.3290 23.3355 15.8833
H 11.4384 25.4582 16.1293
H 11.6722 25.1585 14.3538
H 12.1239 26.7260 15.0999
H 12.8543 21.9183 18.6712
H 14.2415 22.1688 17.9156
C 16.5668 17.3615 23.6848
C 17.6212 17.8582 24.6702
C 17.5493 17.0687 25.9697
O 16.3054 17.2603 26.6384
C 15.6799 16.0579 27.1119
N 18.9718 17.5915 24.0547
H 16.4236 16.2733 23.6986
H 16.8427 17.6905 22.6859
H 15.5980 17.7549 23.9990
H 17.4913 18.9336 24.8767
H 18.3712 17.3923 26.6151
H 17.7708 16.0142 25.7701
H 16.2858 15.3425 27.6839
H 15.2543 15.5407 26.2619
H 14.9064 16.4394 27.7911
H 19.7305 17.9205 24.6640
H 19.1144 18.0698 23.1476
C 17.8272 21.5581 15.9578
C 18.1039 21.8325 17.4185
C 18.9452 23.1227 17.4972
O 19.4422 23.1405 18.8849
C 20.5494 23.9995 19.0603
N 16.9413 22.0049 18.2950
H 17.3777 22.3678 15.3855
H 17.2715 20.6142 15.8657
H 18.7874 21.3843 15.4933
H 18.7453 21.0468 17.8220
H 18.2864 24.0102 17.3600
H 19.7891 23.1579 16.8041
H 20.2741 25.0644 18.8450
H 21.2744 23.7040 18.2783
H 20.9695 23.7535 20.0714
H 17.2915 22.4849 19.1191
H 16.5872 21.0662 18.5774
C 21.1726 10.2570 19.3956
C 19.8822 10.8664 18.8385
C 20.2148 11.8094 17.6439
O 19.0486 12.2617 16.9263
C 18.1729 12.9619 17.7621
N 18.8702 9.8621 18.4091
H 21.0002 9.4613 20.1763
H 21.7593 11.0373 19.8705
H 21.7725 9.8079 18.5760
H 19.4479 11.4870 19.6474
H 20.7609 11.2130 16.9121
H 20.7984 12.6835 17.9616
H 17.6578 12.2774 18.4550
H 17.3643 13.4285 17.1522
H 18.7751 13.6212 18.3760
H 18.2927 10.3387 17.7430
H 19.2856 9.0443 17.8990
C 17.9380 20.8697 22.3443
C 19.2498 21.2560 21.6677
C 19.8683 22.2766 22.5981
O 21.0636 22.7920 22.0193
C 21.7981 23.5447 22.8736
N 20.1757 20.0958 21.6316
H 18.2234 20.6265 23.3696
H 17.3994 20.0184 21.8719
H 17.2580 21.7291 22.3457
H 19.0489 21.6992 20.6839
H 20.0611 21.7857 23.5534
H 19.1677 23.0752 22.8171
H 22.7643 23.6374 22.3835
H 21.9256 23.2320 23.9409
H 21.3096 24.5317 22.8982
H 19.9209 19.3359 20.9788
H 21.1731 20.2996 21.5294
C 22.8686 13.2985 23.1859
C 22.7312 12.8489 21.7446
C 23.0264 14.0929 20.8176
O 22.0057 15.0257 20.8443
C 22.2286 16.1714 20.0626
N 23.6650 11.7703 21.3710
H 22.1369 14.0920 23.4561
H 23.8701 13.6981 23.3793
H 22.7450 12.5131 23.9327
H 21.7304 12.4703 21.5305
H 23.1234 13.7024 19.7976
H 23.9631 14.5649 21.1189
H 21.3153 16.7622 20.1447
H 22.4824 15.8946 19.0380
H 23.0314 16.7373 20.5598
H 24.5210 11.8726 21.8665
H 23.3573 10.8578 21.6245
C 20.0983 15.6484 14.5101
C 19.6878 15.4536 15.9599
C 20.5618 16.1226 16.9669
O 20.4799 17.5042 16.6850
C 20.8606 18.3228 17.7368
N 18.2899 15.8244 16.0846
H 21.1326 15.3294 14.2642
H 20.1097 16.6716 14.1852
H 19.4857 14.9981 13.8752
H 19.7501 14.3707 16.1427
H 21.6170 15.7642 16.9184
H 20.1739 15.8665 18.0088
H 20.7251 19.3564 17.4335
H 21.9080 18.2333 17.9693
H 20.3220 18.1348 18.6640
H 17.9253 15.6261 17.0492
H 18.1603 16.7948 15.8370
C 16.6285 12.9492 24.2904
C 17.5690 11.9882 23.6601
C 17.2654 11.9159 22.1354
O 16.0092 11.2919 22.0869
C 15.5616 11.1860 20.7254
N 18.9158 12.4498 23.8411
H 15.6236 12.7364 23.8861
H 16.9861 13.9828 24.1327
H 16.5945 12.7774 25.3883
H 17.3698 11.0430 24.0928
H 17.9458 11.2442 21.5345
H 17.2815 12.9047 21.6669
H 14.5653 10.8069 20.7675
H 16.1650 10.5013 20.1119
H 15.5784 12.1534 20.2021
H 19.6063 11.7786 23.5060
H 19.1886 12.6758 24.7968
C 11.7183 16.1241 13.0952
C 11.8148 17.3880 13.8709
C 10.4586 18.0970 14.0025
O 9.8568 17.9733 12.7466
C 8.6142 18.6019 12.6966
N 12.3848 17.1714 15.1822
H 12.5882 15.5203 13.1872
H 11.4785 16.2716 12.0414
H 10.8882 15.5371 13.5172
H 12.5436 18.0437 13.3971
H 10.5310 19.1785 14.3030
H 9.9010 17.4931 14.7752
H 8.1137 18.3070 11.7592
H 8.7487 19.6715 12.6308
H 7.9694 18.3666 13.5351
H 11.8099 16.4561 15.6091
H 13.3407 16.7945 15.1586


(2)
230
Properties=species:S:1:pos:R:3 method="wB97M-V/def2-TZVPD" energy_ev=-120048.969 mol_weight_g_mol=1294.6 homo_ev=-21.6 total_charge=+8 e_above_lowest_kj_mol=334.1
C -19.7037 34.4619 -4.8507
O -18.8389 34.5526 -3.6821
C -17.4367 34.4866 -3.9829
C -16.5740 34.6475 -2.6608
N -16.9892 33.6874 -1.6313
H -16.6143 34.0884 -0.7835
H -17.9874 33.7753 -1.5041
C -16.3748 32.2475 -1.6084
C -17.1157 31.3234 -2.5278
O -18.5136 31.2416 -2.2107
C -18.9399 30.2821 -1.2632
H -19.3799 33.7504 -5.6102
H -19.5529 35.4399 -5.3077
H -20.7453 34.3815 -4.5396
H -17.1132 35.2895 -4.6454
H -17.2608 33.6118 -4.6089
H -16.7268 35.6195 -2.1918
H -15.5203 34.5527 -2.9232
H -16.4912 31.8477 -0.6011
H -15.3002 32.2896 -1.7857
H -16.6412 30.3425 -2.4989
H -17.1338 31.7346 -3.5372
H -18.9097 29.3798 -1.8741
H -19.9644 30.4198 -0.9176
H -18.2282 30.1925 -0.4425
C -22.3338 16.8092 -2.3309
O -23.2311 17.8305 -2.8000
C -23.5181 17.7502 -4.1868
C -24.1962 19.0358 -4.6077
N -23.3070 20.2318 -4.3415
H -23.2946 20.2802 -3.3327
H -22.3489 20.1717 -4.6554
C -23.7527 21.6516 -4.8352
C -22.8638 22.6928 -4.2518
O -21.5698 22.6858 -4.8437
C -20.5903 23.5457 -4.2635
H -22.0314 17.0899 -1.3220
H -21.4780 16.5570 -2.9571
H -22.7992 15.8339 -2.1888
H -24.2517 16.9594 -4.3437
H -22.6539 17.4467 -4.7777
H -25.0793 19.0892 -3.9710
H -24.4480 19.0931 -5.6667
H -24.7236 21.9238 -4.4212
H -23.8052 21.7497 -5.9195
H -22.7807 22.5131 -3.1799
H -23.2634 23.6920 -4.4250
H -20.9439 24.5682 -4.1306
H -19.7565 23.6351 -4.9599
H -20.1647 23.1408 -3.3454
C -20.2372 28.3737 2.3449
O -20.1816 27.6585 3.5901
C -19.8562 26.2204 3.4804
C -19.0780 25.7388 4.7859
N -20.0126 25.1154 5.8559
H -20.3141 24.2113 5.5214
H -19.4551 24.8487 6.6547
C -21.2802 25.9308 6.2263
C -21.0761 27.0490 7.3512
O -19.9128 27.8743 7.0880
C -19.6854 28.7662 8.1566
H -19.4264 28.1249 1.6603
H -20.2860 29.4490 2.5167
H -21.1382 28.0880 1.8020
H -19.2495 26.2350 2.5750
H -20.7196 25.6329 3.1682
H -18.4664 26.4855 5.2924
H -18.4657 24.8602 4.5826
H -21.9851 25.1395 6.4813
H -21.6938 26.2800 5.2802
H -20.9376 26.6136 8.3408
H -21.9981 27.6292 7.3898
H -20.6294 29.1905 8.4986
H -19.1502 29.6774 7.8894
H -19.3352 28.2538 9.0527
C -28.6790 32.2850 -6.3284
O -27.6142 32.9922 -6.9353
C -26.7066 32.1747 -7.7047
C -25.7300 31.2956 -6.8386
N -24.9599 32.1927 -5.9055
H -24.6187 33.0010 -6.4058
H -25.6528 32.5841 -5.2835
C -23.7021 31.7603 -5.1215
C -23.9485 30.5752 -4.1234
O -24.2560 29.5074 -4.9497
C -24.5980 28.2728 -4.3325
H -29.1824 33.0182 -5.6982
H -28.3326 31.5084 -5.6466
H -29.4147 31.9319 -7.0511
H -26.2752 32.9497 -8.3382
H -27.3193 31.5489 -8.3536
H -25.0038 30.7160 -7.4086
H -26.3171 30.5505 -6.3017
H -23.3998 32.6751 -4.6117
H -22.9595 31.3943 -5.8304
H -24.8026 30.6701 -3.4529
H -23.0643 30.3817 -3.5161
H -25.4310 28.3471 -3.6335
H -23.8740 27.7788 -3.6845
H -24.9147 27.5846 -5.1162
C -26.9166 28.8707 -1.0860
O -26.2189 27.6711 -1.3822
C -27.0363 26.6025 -1.7200
C -26.2524 25.3568 -2.0677
N -25.2431 24.9017 -0.9514
H -25.8745 24.5655 -0.2383
H -24.8529 24.0037 -1.1993
C -24.1342 25.8559 -0.5689
C -23.3601 25.3713 0.6696
O -24.3446 24.9183 1.5765
C -23.8462 23.7762 2.3300
H -26.1462 29.6253 -0.9269
H -27.4882 28.7311 -0.1685
H -27.4841 29.2728 -1.9253
H -27.5604 26.8818 -2.6340
H -27.7883 26.4804 -0.9405
H -25.6618 25.5311 -2.9671
H -26.7880 24.4392 -2.3109
H -24.6797 26.7580 -0.2916
H -23.5702 26.0939 -1.4707
H -22.8137 26.2099 1.1012
H -22.5942 24.6493 0.3864
H -23.1666 24.1383 3.1014
H -23.2496 23.1403 1.6760
H -24.5872 23.1059 2.7657
C -19.0613 23.6569 0.5906
O -17.8508 22.9245 0.2579
C -17.4326 21.9982 1.4070
C -15.9942 21.4565 1.1159
N -15.7218 20.9404 -0.3898
H -16.3327 20.1361 -0.3976
H -16.0970 21.3747 -1.2209
C -14.2484 20.4583 -0.5642
C -13.3783 21.5601 -1.1461
O -13.2301 22.5632 -0.1560
C -12.5771 23.6701 -0.7954
H -19.3320 24.3591 -0.1979
H -19.0367 24.2114 1.5287
H -19.8620 22.9184 0.6322
H -18.1337 21.1643 1.3740
H -17.5010 22.4513 2.3960
H -15.6687 20.6567 1.7812
H -15.3491 22.3074 1.3348
H -14.5179 19.7181 -1.3175
H -13.8075 20.0140 0.3282
H -13.8328 21.8726 -2.0862
H -12.3730 21.1554 -1.2630
H -13.2030 24.2324 -1.4883
H -11.6934 23.3406 -1.3420
H -12.2568 24.3580 -0.0130
C -13.4307 28.0318 -1.0284
O -14.3139 26.9502 -1.2744
C -14.9256 26.4692 -0.1454
C -15.8105 25.2102 -0.4444
N -16.2195 25.0388 -1.9658
H -15.5315 25.4902 -2.5514
H -16.2532 24.0822 -2.2881
C -17.5354 25.6965 -2.3644
C -17.4918 25.9306 -3.8631
O -16.3415 26.4987 -4.4084
C -16.2708 26.4152 -5.8537
H -12.4653 27.6494 -0.6970
H -13.6138 28.7104 -0.1953
H -13.1957 28.5076 -1.9805
H -15.6511 27.2260 0.1530
H -14.2136 26.2771 0.6572
H -16.7662 25.3225 0.0675
H -15.3266 24.2830 -0.1372
H -17.5936 26.6296 -1.8040
H -18.2861 24.9576 -2.0839
H -18.3363 26.5586 -4.1467
H -17.6033 24.9640 -4.3544
H -16.0746 25.3893 -6.1657
H -15.4113 27.0200 -6.1428
H -17.2090 26.7565 -6.2909
C -27.9142 27.8465 -6.7167
O -26.5511 27.5915 -6.8894
C -26.1503 27.3752 -8.1987
C -24.7721 26.7750 -8.3132
N -24.7707 25.3775 -7.6345
H -25.0943 25.5141 -6.6875
H -25.5407 24.8833 -8.0622
C -23.5333 24.4406 -7.6492
C -22.2823 25.2532 -7.0954
O -22.5983 26.0805 -5.9554
C -21.5974 27.0949 -5.7482
H -28.1415 27.7617 -5.6541
H -28.6105 27.1608 -7.1994
H -28.1735 28.8326 -7.1022
H -26.1411 28.3384 -8.7088
H -26.8703 26.6843 -8.6373
H -23.9880 27.4036 -7.8912
H -24.6490 26.6260 -9.3859
H -23.3906 24.0108 -8.6407
H -23.7802 23.6292 -6.9644
H -21.7716 25.8915 -7.8165
H -21.6009 24.5108 -6.6799
H -21.7518 27.5214 -4.7571
H -21.6159 27.9595 -6.4118
H -20.5960 26.6647 -5.7341
C -23.7101 30.2454 0.2417
O -24.6714 31.1624 0.7395
C -24.5672 32.4996 0.2633
C -25.7879 33.3361 0.6302
N -27.1212 32.5572 0.5274
H -27.0446 31.9319 -0.2620
H -27.2974 31.9879 1.3429
C -28.3692 33.4502 0.1985
C -29.6811 32.6119 0.0385
O -29.3795 31.3114 -0.4908
C -30.4950 30.4432 -0.4544
H -24.0482 29.7768 -0.6826
H -23.4582 29.4998 0.9958
H -22.7378 30.7284 0.1447
H -24.4422 32.5126 -0.8194
H -23.7177 33.0114 0.7157
H -25.9233 34.2387 0.0343
H -25.7154 33.8456 1.5911
H -28.1524 33.9548 -0.7430
H -28.6452 34.1804 0.9592
H -30.4649 33.0894 -0.5495
H -30.0567 32.5825 1.0613
H -30.8715 30.2877 0.5566
H -30.2047 29.4638 -0.8345
H -31.3159 30.8831 -1.0207
B -20.8941 26.8630 -1.4837
F -21.8967 27.8579 -1.4811
F -21.4159 25.5927 -1.6929
F -20.0699 27.0768 -2.5225
F -20.1062 26.9922 -0.3352


What did we get for frontier orbital gap? Answer: 0.2706 0.2789 Eh, in the order shown.